# 1
Density functional theory data (the ωB97M-V functional and the def2-TZVPD basis) for a single C3H10N2S molecule at a distorted geometry.

```
16
Properties=species:S:1:pos:R:3:nbo_charge:R:1
C -0.596 0.431 0.486 -0.22
C -0.516 2.009 0.722 -0.52
S -2.222 2.680 0.694 -0.05
N 0.665 -0.442 0.275 -0.64
C 0.479 -1.470 -0.780 -0.04
N 1.794 -2.461 -0.782 -0.85
H -1.205 0.325 -0.454 0.17
H -1.256 0.102 1.229 0.18
H 0.190 2.304 1.491 0.23
H -0.109 2.321 -0.185 0.21
H -2.655 2.618 2.056 0.14
H 1.376 0.236 0.106 0.35
H 0.243 -1.084 -1.781 0.15
H -0.339 -2.158 -0.517 0.19
H 2.588 -2.054 -1.228 0.35
H 1.563 -3.356 -1.333 0.36
```

The value obtained for the max |F| is 0.06862 hartree/bohr. As for the structure (SMILES): NCNCCS. The total energy is -627.925036 hartree. Its energy above the lowest of the compared OMol25 structures with the same formula, charge and spin is 43.67 kcal/mol. As for the spin multiplicity: 1. The value obtained for the LUMO energy is 0.87 eV. For the HOMO energy, the calculation gives -9.0 eV. Its frontier orbital gap is 9.839 eV.

# 2
Density functional theory data (the ωB97M-V functional and the def2-TZVPD basis) for a molecular structure, C20H18ClN2O2PbSSe3Te.

```
49
Properties=species:S:1:pos:R:3:nbo_charge:R:1
Pb -0.107 -1.407 -1.255 1.29
Cl -1.613 6.302 -1.000 -0.05
C -1.308 4.614 -1.372 -0.12
C -0.762 4.263 -2.623 -0.19
C -0.516 2.953 -2.917 -0.29
C -0.761 1.883 -1.987 0.42
O -0.505 0.692 -2.348 -0.78
C -1.319 2.275 -0.720 -0.20
C -1.649 1.392 0.373 0.17
N -1.285 0.178 0.563 -0.52
C -1.567 -0.413 1.817 0.14
C -1.703 0.310 2.976 -0.24
C -2.007 -0.303 4.211 -0.20
C -2.158 -1.653 4.299 -0.21
C -1.963 -2.448 3.142 -0.11
C -2.057 -3.860 3.170 -0.13
C -1.826 -4.583 2.041 -0.26
C -1.478 -3.893 0.860 0.08
N -1.381 -2.593 0.802 -0.47
C -1.640 -1.842 1.909 0.22
C -1.597 3.641 -0.466 -0.18
H -0.557 5.039 -3.351 0.22
H -0.117 2.660 -3.881 0.23
H -2.269 1.873 1.138 0.15
H -1.554 1.382 2.955 0.21
H -2.113 0.316 5.094 0.21
H -2.399 -2.134 5.240 0.21
H -2.310 -4.348 4.105 0.21
H -1.898 -5.663 2.032 0.22
H -1.281 -4.425 -0.069 0.22
H -2.032 3.919 0.490 0.21
Se 2.347 -2.420 -2.976 -0.69
Se 0.955 -2.083 -4.821 -0.19
Te -0.883 -3.745 -4.501 0.17
Se -2.240 -2.668 -2.654 -0.79
O 1.705 -0.669 0.988 -1.00
S 2.915 0.221 0.917 1.21
C 4.039 -0.566 -0.284 -0.61
C 4.174 0.337 -1.510 -0.42
C 2.826 1.035 -1.651 -0.43
C 2.508 1.552 -0.253 -0.60
H 3.523 -1.495 -0.539 0.27
H 4.980 -0.791 0.220 0.22
H 4.412 -0.257 -2.394 0.26
H 4.972 1.072 -1.358 0.19
H 2.074 0.306 -1.965 0.25
H 2.836 1.837 -2.390 0.22
H 1.459 1.801 -0.083 0.25
H 3.135 2.404 0.025 0.21
```

The net charge is -1. The value obtained for the max |F| is 0.00873 hartree/bohr. The total energy is -9556.632856 hartree. Its energy above the lowest of the compared OMol25 structures with the same formula, charge and spin is 0.00 kcal/mol. As for the spin multiplicity: 1. The value obtained for the LUMO energy is 1.83 eV. For the HOMO energy, the calculation gives -3.5 eV. Its frontier orbital gap is 5.306 eV.

# 3
Density functional theory data (the ωB97M-V functional and the def2-TZVPD basis) for a molecular structure, C39H31F5N2OP2RbTe at a distorted geometry.

```
82
Properties=species:S:1:pos:R:3:lowdin_charge:R:1
Rb -1.177 -0.277 1.313 0.77
N 1.870 0.395 -1.575 -0.44
P 2.597 0.332 -0.001 0.94
C 4.353 0.487 -0.262 -0.41
C 5.122 -0.621 0.212 -0.09
C 6.523 -0.548 0.297 -0.10
C 7.200 0.565 -0.169 -0.08
C 6.412 1.581 -0.765 -0.10
C 5.037 1.571 -0.808 -0.12
C 1.950 1.857 0.799 -0.36
C 0.834 2.463 0.267 -0.14
C 0.245 3.558 0.909 -0.05
C 0.824 4.039 2.064 -0.10
C 2.003 3.544 2.560 -0.11
C 2.569 2.478 1.943 -0.08
P 1.949 -1.127 -2.354 0.96
C 0.259 -1.686 -2.796 -0.42
C -0.782 -0.769 -2.679 -0.10
C -2.083 -1.206 -2.843 -0.07
C -2.380 -2.546 -3.116 -0.08
C -1.334 -3.406 -3.322 -0.09
C 0.006 -3.013 -3.071 -0.11
C 2.584 -0.629 -4.014 -0.35
C 1.918 -1.064 -5.190 -0.08
C 2.398 -0.726 -6.435 -0.09
C 3.573 0.039 -6.542 -0.09
C 4.230 0.441 -5.373 -0.11
C 3.799 0.046 -4.112 -0.11
H 1.724 1.260 -2.111 0.08
H 4.605 -1.486 0.634 0.09
H 7.000 -1.358 0.788 0.09
H 8.314 0.676 -0.093 0.12
H 6.903 2.430 -1.235 0.10
H 4.447 2.390 -1.185 0.11
H 0.442 2.106 -0.670 0.08
H -0.662 3.969 0.461 0.11
H 0.335 4.896 2.559 0.12
H 2.431 4.026 3.404 0.10
H 3.451 1.933 2.357 0.12
H -0.531 0.232 -2.359 0.08
H -2.933 -0.489 -2.721 0.11
H -3.429 -2.782 -3.227 0.10
H -1.447 -4.475 -3.492 0.10
H 0.730 -3.819 -3.030 0.10
H 0.951 -1.537 -5.048 0.09
H 1.914 -1.008 -7.355 0.10
H 3.871 0.337 -7.541 0.09
H 5.170 0.993 -5.388 0.10
H 4.429 0.308 -3.172 0.12
C 1.340 -2.086 4.658 -0.13
C 0.712 -0.929 5.101 -0.13
C -0.546 -0.692 4.665 -0.12
C -1.236 -1.665 3.950 -0.41
C -0.647 -2.775 3.398 -0.11
C 0.730 -2.912 3.720 -0.16
C -2.711 -1.482 3.706 -0.29
C -3.446 -2.741 3.832 0.01
C -4.810 -2.720 3.688 -0.03
C -5.528 -1.563 3.352 -0.17
C -6.921 -1.495 3.091 -0.06
C -7.499 -0.391 2.638 -0.10
C -6.686 0.738 2.429 -0.07
C -5.343 0.767 2.753 0.01
C -4.683 -0.423 3.218 -0.21
N -3.326 -0.377 3.331 0.08
H 2.359 -2.286 4.963 0.08
H 1.227 -0.256 5.763 0.09
H -1.169 0.180 4.864 0.11
H 1.261 -3.745 3.287 0.06
H -2.974 -3.680 4.042 0.09
H -5.410 -3.638 3.747 0.11
H -7.430 -2.448 3.233 0.11
H -8.532 -0.382 2.386 0.09
H -7.173 1.621 2.150 0.08
H -4.756 1.651 2.556 0.11
F -3.419 3.695 0.024 -0.40
Te -3.538 2.623 -1.516 1.66
F -5.032 1.832 -0.923 -0.35
F -4.033 2.163 -3.302 -0.40
F -2.200 3.565 -2.390 -0.40
F -4.399 4.080 -1.936 -0.35
O -2.393 1.395 -0.987 -0.66
```

The net charge is -1. The value obtained for the max |F| is 0.10313 hartree/bohr. The total energy is -3163.696230 hartree. Its energy above the lowest of the compared OMol25 structures with the same formula, charge and spin is 8.79 kcal/mol. As for the spin multiplicity: 1. The value obtained for the LUMO energy is 2.12 eV. For the HOMO energy, the calculation gives -3.9 eV. Its frontier orbital gap is 5.994 eV.

# 4
Density functional theory data (the ωB97M-V functional and the def2-TZVPD basis) for 2 unconnected molecules or ions with the total composition C3H10OS2 at a distorted geometry.

```
16
Properties=species:S:1:pos:R:3:nbo_charge:R:1
S 1.023 3.121 -0.189 0.08
S -0.956 2.578 -0.425 0.13
C 1.263 3.175 1.588 -0.77
C 0.000 0.000 0.000 -0.62
C -0.803 0.928 -0.969 -0.59
H 2.157 2.645 1.958 0.22
H 0.383 2.812 2.146 0.24
H 1.385 4.253 1.785 0.22
H -0.134 -1.053 -0.298 0.21
H -0.416 0.134 1.013 0.20
H 1.080 0.223 0.031 0.21
H -0.389 0.831 -1.991 0.22
H -1.803 0.454 -0.964 0.23
O 2.407 -3.012 2.043 -0.94
H 1.628 -2.534 2.408 0.47
H 3.106 -2.324 1.965 0.47
```

The value obtained for the max |F| is 0.05649 hartree/bohr. As for the structure (SMILES): CCSSC.O. The total energy is -991.899783 hartree. Its energy above the lowest of the compared OMol25 structures with the same formula, charge and spin is 7.43 kcal/mol. As for the spin multiplicity: 1. The value obtained for the LUMO energy is 0.53 eV. For the HOMO energy, the calculation gives -8.8 eV. Its frontier orbital gap is 9.285 eV.

# 5
Density functional theory data (the ωB97M-V functional and the def2-TZVPD basis) for a single C4H9FO molecule at a distorted geometry.

```
15
Properties=species:S:1:pos:R:3:nbo_charge:R:1
C 0.189 -1.495 -0.397 -0.64
C -1.476 0.214 -0.194 -0.62
C -0.061 0.024 -0.482 -0.25
C 1.162 0.768 0.668 0.49
O 1.554 2.006 0.387 -0.69
F 0.565 0.617 1.912 -0.38
H 0.572 -1.922 0.574 0.22
H -0.725 -1.969 -0.656 0.21
H 1.004 -1.840 -1.069 0.21
H -1.733 1.088 0.313 0.21
H -2.154 0.164 -1.095 0.21
H -1.683 -0.561 0.471 0.21
H 0.197 0.462 -1.373 0.19
H 1.837 -0.153 0.559 0.16
H 0.753 2.597 0.383 0.49
```

The value obtained for the max |F| is 0.12909 hartree/bohr. As for the structure (SMILES): CC(C)[C@@H](O)F. The total energy is -332.847022 hartree. Its energy above the lowest of the compared OMol25 structures with the same formula, charge and spin is 32.96 kcal/mol. As for the spin multiplicity: 1. The value obtained for the LUMO energy is 0.82 eV. For the HOMO energy, the calculation gives -9.4 eV. Its frontier orbital gap is 10.235 eV.

# 6
Density functional theory data (the ωB97M-V functional and the def2-TZVPD basis) for a molecular structure, C32H77BrN10NbO10S at a distorted geometry.

```
132
Properties=species:S:1:pos:R:3:lowdin_charge:R:1
N 1.280 -3.829 -0.529 -0.25
Nb -0.418 -2.551 -0.317 1.31
C 0.882 -0.887 0.638 -0.41
C -0.058 0.413 0.775 -0.39
C 0.759 1.802 0.604 -0.58
S 1.651 2.316 2.151 0.59
C -0.946 -3.307 1.770 -0.37
C -0.071 -4.498 2.304 -0.82
O -0.208 -5.642 1.836 -0.11
Br 1.276 -4.290 3.791 0.57
H 1.031 -4.806 -0.309 -0.05
H 1.554 -3.847 -1.524 -0.03
H -1.468 -3.796 -1.156 -0.17
H -0.037 -1.794 -1.931 -0.15
H -1.923 -1.496 -0.226 -0.12
H 1.275 -1.268 1.639 0.03
H 1.766 -0.707 -0.078 0.03
H -0.725 0.406 1.691 0.09
H -0.759 0.386 -0.133 0.03
H -0.014 2.610 0.350 0.05
H 1.494 1.682 -0.270 0.07
H 1.123 3.543 2.575 -0.15
H -0.951 -2.420 2.493 0.05
H -2.033 -3.672 1.721 0.06
C -3.343 0.869 0.851 -0.37
O -3.384 -0.168 1.482 -0.02
N -3.867 2.060 1.257 -0.19
C -3.776 3.256 0.445 -0.05
C -4.536 2.133 2.541 -0.06
H -2.859 0.925 -0.136 0.12
H -3.235 4.026 1.001 0.09
H -4.785 3.611 0.217 0.07
H -3.249 3.054 -0.489 0.08
H -3.834 1.845 3.328 0.09
H -5.376 1.433 2.547 0.09
H -4.900 3.144 2.726 0.06
C -6.790 3.431 4.660 -0.33
O -6.706 4.302 3.814 0.00
N -7.841 3.255 5.506 -0.20
C -7.866 2.192 6.489 -0.06
C -8.970 4.161 5.421 -0.04
H -5.989 2.691 4.808 0.13
H -8.728 1.549 6.297 0.09
H -7.951 2.629 7.487 0.09
H -6.956 1.593 6.438 0.09
H -9.397 4.107 4.417 0.09
H -8.625 5.182 5.600 0.09
H -9.728 3.895 6.158 0.09
C 0.646 4.073 -1.845 -0.35
O -0.532 4.089 -1.533 -0.01
N 1.121 4.031 -3.117 -0.18
C 2.541 4.012 -3.400 -0.05
C 0.181 4.004 -4.221 -0.04
H 1.445 4.090 -1.087 0.13
H 2.793 4.884 -4.006 0.06
H 2.780 3.099 -3.953 0.10
H 3.123 4.036 -2.480 0.06
H -0.446 4.897 -4.180 0.09
H -0.458 3.123 -4.125 0.09
H 0.712 3.972 -5.172 0.08
C 5.324 -6.568 -0.555 -0.36
O 5.199 -5.608 -1.290 0.01
N 4.532 -6.850 0.516 -0.20
C 4.750 -8.018 1.343 -0.07
C 3.435 -5.953 0.841 -0.05
H 6.123 -7.313 -0.708 0.12
H 3.855 -8.645 1.317 0.09
H 4.941 -7.697 2.371 0.08
H 5.603 -8.597 0.985 0.08
H 2.755 -5.898 -0.009 0.07
H 3.834 -4.956 1.035 0.09
H 2.897 -6.311 1.719 0.07
C 5.574 3.247 -1.800 -0.34
O 5.725 4.103 -2.656 -0.01
N 6.576 2.569 -1.179 -0.20
C 6.313 1.564 -0.168 -0.05
C 7.949 2.862 -1.541 -0.05
H 4.573 2.948 -1.451 0.12
H 6.792 1.865 0.767 0.09
H 6.726 0.608 -0.499 0.09
H 5.242 1.450 0.000 0.09
H 8.154 3.917 -1.348 0.09
H 8.089 2.668 -2.607 0.09
H 8.636 2.243 -0.962 0.09
C -2.187 -6.473 -4.283 -0.35
O -2.323 -5.499 -4.997 0.01
N -2.961 -6.771 -3.203 -0.20
C -2.737 -7.955 -2.401 -0.07
C -4.043 -5.874 -2.844 -0.05
H -1.396 -7.219 -4.466 0.13
H -3.637 -8.576 -2.422 0.08
H -2.525 -7.654 -1.372 0.09
H -1.895 -8.532 -2.785 0.08
H -4.738 -5.799 -3.685 0.09
H -3.632 -4.883 -2.639 0.08
H -4.570 -6.242 -1.964 0.08
C -8.703 1.726 0.425 -0.35
O -8.717 1.390 1.594 0.01
N -8.426 2.980 -0.029 -0.20
C -8.429 3.305 -1.440 -0.06
C -8.119 4.021 0.934 -0.04
H -8.921 1.012 -0.386 0.13
H -7.438 3.668 -1.725 0.09
H -9.171 4.086 -1.625 0.09
H -8.675 2.429 -2.042 0.08
H -7.244 3.725 1.514 0.06
H -8.966 4.140 1.614 0.09
H -7.921 4.966 0.427 0.09
C 6.773 -3.318 6.210 -0.36
O 6.683 -2.231 6.747 0.01
N 5.738 -4.017 5.670 -0.20
C 5.926 -5.310 5.045 -0.06
C 4.402 -3.451 5.721 -0.05
H 7.740 -3.839 6.116 0.13
H 5.603 -5.253 4.003 0.09
H 5.324 -6.053 5.574 0.09
H 6.975 -5.610 5.079 0.08
H 4.401 -2.490 5.201 0.10
H 4.123 -3.285 6.765 0.10
H 3.684 -4.123 5.252 0.01
C 4.080 5.726 -5.966 -0.34
O 2.936 6.129 -6.065 0.01
N 4.973 5.633 -6.989 -0.20
C 6.321 5.142 -6.789 -0.06
C 4.562 6.037 -8.320 -0.05
H 4.495 5.395 -5.000 0.12
H 7.032 5.922 -7.078 0.09
H 6.476 4.258 -7.411 0.09
H 6.488 4.877 -5.743 0.08
H 4.258 7.087 -8.298 0.09
H 3.706 5.433 -8.630 0.09
H 5.380 5.906 -9.028 0.08
```

The net charge is -1. The value obtained for the max |F| is 0.09068 hartree/bohr. The total energy is -5594.437268 hartree. As for the spin multiplicity: 1. The value obtained for the LUMO energy is 2.01 eV. For the HOMO energy, the calculation gives -4.5 eV. Its frontier orbital gap is 6.522 eV.